i | 15
Properties=species:S:1:pos:R:3 method="wB97M-V/def2-TZVPD" mol_weight_g_mol=121.6 orbital_gap_ev=8.83 smiles="C=C(Cl)N[C@@H](C)O"
C 1.669 -1.157 0.336
H 1.384 -1.589 1.365
N -0.582 -0.689 -0.400
H 0.631 0.614 0.745
C 0.723 -0.102 -0.082
H -2.766 2.063 0.428
H 1.912 -1.914 -0.404
O 1.220 0.609 -1.178
H -1.067 2.267 -0.025
H -0.777 -1.712 -0.479
H 1.672 1.517 -0.889
C -1.716 0.104 -0.111
C -1.822 1.559 0.195
H 2.679 -0.696 0.634
Cl -3.160 -0.873 -0.135

ii | 15
Properties=species:S:1:pos:R:3 method="wB97M-V/def2-TZVPD" mol_weight_g_mol=121.6 orbital_gap_ev="7.50 / 7.91"
C 0.385 0.400 1.118
H -0.307 1.921 -0.928
H -0.514 0.747 -2.050
N 1.846 -1.225 -0.630
Cl -2.650 -0.788 0.139
H 1.028 1.099 -1.471
H 0.863 -0.321 1.787
C -0.009 -0.140 -0.146
H 0.988 1.181 0.823
C -0.840 -1.359 -0.169
H -0.430 0.684 1.717
C 0.017 0.900 -1.205
H -0.891 -1.883 -1.094
H -0.611 -1.995 0.720
O 2.346 -1.526 0.403

Comparing the structures above, i comes out on top by 0.0838 hartree.